(1)
58
Properties=species:S:1:pos:R:3:forces:R:3 method="wB97M-V/def2-TZVPD" gap_ev="6.5 / 6.3" e_homo_ev="-7.192 / -7.235" de_lowest_ev=1.516 total_charge=0
Rh 1.097306 0.523990 0.221326 4.05 -1.66 0.39
Cl 2.614903 2.973215 1.886616 0.11 0.16 0.11
Cl 5.242834 0.149331 -1.883494 -0.02 0.14 0.08
Cl 0.231240 0.329002 2.719853 -0.08 -0.12 -0.09
P -0.486404 -1.281038 0.079284 -1.57 1.41 -0.13
N 3.034556 0.680454 0.033924 -2.26 1.00 0.18
C -1.549285 3.801560 -0.060030 0.07 0.05 -0.03
C -3.058237 -0.478117 1.025294 -0.10 0.04 0.03
C -1.912877 -3.022961 -1.634035 -0.03 -0.14 -0.03
C 5.892061 3.735977 -0.248261 0.07 0.07 -0.03
C -4.581085 0.847721 -0.287329 0.03 -0.02 0.00
C -0.885526 -3.433286 1.888219 -0.15 -0.15 0.03
C -3.657161 0.864793 -1.326269 0.02 0.01 0.01
C 3.988904 1.669320 -0.033661 -0.80 -0.98 -0.10
C -1.984018 -4.128086 -2.474555 0.00 0.06 0.01
C -0.868865 -4.021832 3.145758 -0.03 0.03 -0.09
C 4.850050 3.841951 0.657060 -0.07 -0.09 0.09
C -1.045646 4.522278 -1.136204 0.02 -0.09 0.04
C 0.629209 2.816937 -1.465181 -0.09 0.17 -0.20
C 0.466568 -3.345399 -1.450183 0.02 0.01 -0.03
C -0.684872 -2.630592 -1.111434 0.49 -0.25 0.07
C -0.566198 -2.089797 1.718351 0.36 -0.11 -0.26
C 6.012457 2.595981 -1.029795 -0.04 -0.12 0.00
C 3.921595 2.820318 0.754390 -0.11 0.52 0.24
C 0.390796 -4.450629 -2.283570 -0.03 0.04 0.02
C -0.528179 -3.268144 4.258068 0.00 0.01 0.04
C 0.131728 2.100597 -0.380603 -0.20 0.06 -0.17
C -0.220859 -1.368231 2.851611 0.13 0.29 0.13
C -4.276797 0.184149 0.890552 0.10 -0.01 -0.01
C -2.130502 -0.463558 -0.008808 -0.09 -0.31 -0.01
C -0.959199 2.600949 0.321887 -0.10 0.13 -0.02
C -0.204687 -1.927172 4.115832 -0.01 0.00 0.03
C -0.839139 -4.844689 -2.793830 0.00 0.02 0.02
C 0.044514 4.023133 -1.840297 -0.02 -0.05 0.10
C -2.436379 0.227949 -1.182097 -0.02 0.02 -0.02
C 5.087308 1.578538 -0.897341 0.28 -0.10 -0.38
H -2.941794 -4.429312 -2.879284 0.01 0.00 0.01
H 0.070133 -1.321029 4.968582 0.00 -0.02 -0.01
H 1.429281 -3.032980 -1.058211 -0.02 0.01 -0.01
H 1.289227 -4.997679 -2.538063 -0.01 0.00 0.01
H 6.822478 2.486490 -1.738516 -0.02 -0.01 0.01
H -2.410665 4.170724 0.484153 0.03 0.02 0.04
H -0.903991 -5.709745 -3.441909 0.00 0.03 0.00
H -2.841425 -1.004286 1.946984 -0.02 -0.01 -0.01
H -0.503326 -3.721222 5.240854 -0.01 0.01 -0.02
H 1.477349 2.438052 -2.023078 0.02 0.00 0.02
H 4.748876 4.709550 1.294720 -0.02 0.00 -0.03
H -1.363103 2.058634 1.170016 -0.05 0.00 -0.06
H -1.490927 5.468373 -1.416794 -0.03 -0.03 -0.03
H -3.879572 1.396518 -2.242685 0.01 -0.01 0.01
H -1.161657 -4.026657 1.024325 0.06 0.03 0.01
H 6.608489 4.540711 -0.347099 0.00 -0.03 0.02
H -4.987275 0.173960 1.707604 0.01 -0.02 0.00
H -1.706703 0.279928 -1.982072 0.01 0.00 -0.01
H -2.813514 -2.477350 -1.385538 0.01 -0.01 0.01
H -1.118593 -5.069566 3.251375 0.00 0.02 0.00
H 0.448144 4.576739 -2.680170 0.00 -0.02 0.01
H -5.531522 1.355562 -0.396223 0.03 -0.01 0.00

(2)
61
Properties=species:S:1:pos:R:3:forces:R:3 method="wB97M-V/def2-TZVPD" gap_ev=6.2 e_homo_ev=-3.915 de_lowest_ev=0.878 total_charge=-1
K 0.630770 0.290675 -1.501473 0.27 0.60 -0.04
S 0.064241 1.691796 1.888493 -0.05 -0.11 0.04
O 0.996296 1.226722 0.824528 0.26 0.22 0.21
O 1.135818 -2.957109 -0.632701 -0.03 0.08 0.02
O -2.129759 0.937848 -0.625725 -0.02 -0.01 -0.01
N 0.403316 -2.023416 -2.654030 -0.03 0.27 0.05
N -1.781028 0.109477 -2.782313 0.29 -0.15 -0.02
N 3.058351 -0.829240 -2.462244 -0.13 -0.01 -0.01
N -0.473400 2.880136 -2.384723 -0.04 -0.06 0.02
C -0.708600 -0.923898 1.642971 0.02 -0.03 -0.01
C 5.365532 -1.468882 -2.512742 0.01 0.00 -0.01
C -2.708466 -1.824563 2.622109 -0.02 0.04 0.03
C -1.739469 2.453464 -2.342937 -0.06 0.08 -0.13
C 2.996933 0.978032 4.588177 -0.01 0.03 0.05
C 2.585538 1.709542 5.696695 0.00 -0.01 -0.03
C 1.409625 2.445360 5.649014 0.00 0.00 0.01
C -3.641196 -2.917724 -1.753109 0.03 0.00 -0.01
C -1.593410 -1.979348 1.813472 0.02 -0.01 -0.01
C 4.347001 -0.548432 -2.666012 -0.01 -0.03 0.01
C 1.283206 -2.410173 -1.757715 -0.12 -0.08 0.04
C -1.956522 1.032223 -1.872204 0.10 -0.12 0.13
C 2.731891 -2.061555 -2.070783 0.17 -0.22 -0.13
C 5.027482 -2.751311 -2.092154 -0.01 0.00 0.00
C 2.229748 0.973467 3.433977 -0.01 -0.03 -0.06
C -2.951115 -0.613134 3.263205 0.03 -0.06 -0.04
C -2.567812 4.610862 -2.961921 0.02 0.02 0.00
C 0.641017 2.449268 4.493233 -0.04 0.01 -0.04
C -0.249383 4.154611 -2.702942 -0.03 -0.01 -0.02
C 3.702608 -3.043754 -1.850420 0.02 0.01 -0.03
C -0.958501 -2.244455 -2.345354 -0.26 -0.21 -0.01
C -2.813971 3.295905 -2.625749 -0.02 -0.01 -0.01
C -2.084946 0.451626 3.077448 0.03 0.02 -0.01
C -0.965865 0.278067 2.276317 -0.14 -0.03 -0.04
C -3.279095 -1.625250 -2.074280 -0.04 0.02 0.03
C -1.965172 -1.240462 -2.382485 -0.16 -0.15 0.01
C -1.357675 -3.553741 -2.028502 -0.01 -0.02 0.02
C -1.252500 5.059476 -3.000095 -0.01 0.00 0.00
C 1.052099 1.702180 3.401429 -0.04 -0.08 -0.03
C -2.661088 -3.904247 -1.737639 0.01 0.03 -0.01
H 0.153915 -1.052661 1.002297 -0.01 0.00 0.01
H -0.270460 3.033502 4.436612 0.01 0.00 0.02
H 1.095075 3.023414 6.508761 0.00 0.00 0.00
H 3.385343 -4.009946 -1.484595 -0.02 0.00 0.00
H -1.410819 -2.901673 1.276532 0.00 0.00 -0.01
H 6.392426 -1.188377 -2.707125 0.00 0.01 0.00
H -3.408365 -2.642884 2.735659 0.00 0.00 0.00
H -0.581039 -4.307283 -2.008375 0.00 0.00 0.00
H 3.917449 0.409628 4.625784 0.00 0.00 -0.01
H 0.791051 4.463688 -2.723207 0.00 0.00 0.00
H -4.674681 -3.153981 -1.525778 0.00 0.00 0.00
H -3.832868 -0.489326 3.879201 0.00 0.00 0.00
H 3.186630 1.711153 6.597160 0.00 0.00 0.00
H 4.568725 0.469955 -2.969240 0.00 0.00 0.00
H 5.794083 -3.503557 -1.948347 0.00 0.00 0.00
H -3.821368 2.904378 -2.575493 0.01 -0.01 0.01
H 2.524208 0.419754 2.550551 0.01 0.00 0.01
H -4.032134 -0.845940 -2.100858 0.01 0.01 0.01
H -1.011690 6.083117 -3.254961 0.01 0.00 0.00
H -2.909249 -4.933003 -1.501697 0.00 0.00 0.00
H -3.385400 5.284133 -3.191357 0.00 0.00 0.00
H -2.293350 1.415869 3.527680 -0.01 -0.01 0.00

What E_tot values result from the calculations? In sequence: -82818.6894 -70732.7084 eV.